DFT (ωB97M-V/def2-TZVPD) results for C5H2O as an isolated structure.

Output
* orbital gap (alpha / beta): 8.203 / 8.202 eV
* net charge: 0
* highest occupied orbital energy (alpha / beta): -0.3401 / -0.3401 Ha
* energy above the lowest of the compared OMol25 structures with the same formula, charge and spin: 138.6 kcal/mol
* F_max: 5.109 eV/Å

```
8
C5H2O ωB97M-V/def2-TZVPD
C -0.049 -0.100 -1.972
C -0.411 1.011 -1.230
C -1.510 -0.288 0.710
C 0.623 -0.560 -0.855
C -0.510 -0.036 -0.263
O -1.213 -0.977 1.646
H -2.264 0.440 0.596
H 2.201 -1.052 -0.764
```

DFT (ωB97M-V/def2-TZVPD) results for the molecule C5H2O3.

Output
* orbital gap: 8.067 eV
* net charge: 0
* structure (SMILES): O=c1ccc(=O)c1=O
* highest occupied orbital energy: -0.3483 Ha
* energy above the lowest of the compared OMol25 structures with the same formula, charge and spin: 0.0 kcal/mol
* F_max: 3.086 eV/Å

```
10
C5H2O3 ωB97M-V/def2-TZVPD
C 0.192 -0.502 1.187
C 0.478 0.841 0.712
C 0.062 1.161 -0.524
C -0.257 -0.162 -1.235
C -0.367 -1.304 -0.096
H 0.675 1.572 1.474
H -0.086 2.037 -1.134
O 0.331 -0.906 2.330
O -0.280 -0.323 -2.439
O -0.748 -2.415 -0.275
```

DFT (ωB97M-V/def2-TZVPD) results for a 9-piece molecular cluster, C5H30N2O10 overall.

Output
* orbital gap: 8.842 eV
* net charge: 0
* structure (SMILES): C[C@@H](NCCN)C(O)O.O.O.O.O.O.O.O.O
* highest occupied orbital energy: -0.3237 Ha
* energy above the lowest of the compared OMol25 structures with the same formula, charge and spin: 120.8 kcal/mol
* F_max: 5.259 eV/Å

```
47
C5H30N2O10 ωB97M-V/def2-TZVPD
N 2.978 -0.480 0.106
C 2.062 -0.154 -1.027
C 0.623 0.083 -0.444
N 0.057 1.229 -1.178
C -1.863 2.777 -1.483
C -1.350 1.604 -0.811
C -1.628 1.824 0.695
O -1.687 0.616 1.360
H 3.016 0.279 0.738
H 3.879 -0.915 -0.039
H 2.532 0.667 -1.443
H 2.019 -0.946 -1.862
H 0.139 -0.906 -0.453
H 0.746 0.226 0.698
H 0.557 2.075 -0.974
H -1.301 3.708 -1.033
H -1.753 2.802 -2.651
H -2.980 3.046 -1.298
H -2.080 0.718 -0.963
H -0.846 2.459 1.225
H 2.341 -0.214 -4.472
H 2.101 -1.643 -3.776
O 2.681 -0.856 -3.826
H 2.468 -3.510 1.979
H -1.068 0.602 2.100
O 1.929 -2.779 1.982
H -2.567 -2.353 -2.570
H -1.151 -1.759 -2.386
O -1.855 -2.274 -1.930
H -3.668 2.074 0.461
H 2.120 -2.094 1.350
O -2.843 2.496 0.881
H 2.025 -3.564 -1.552
H 0.572 -3.666 -1.797
O 1.310 -3.265 -2.145
H 2.093 1.673 3.283
H 1.246 0.738 3.898
O 1.118 1.526 3.379
H -0.249 3.946 1.206
H 0.945 3.705 2.150
O 0.759 4.018 1.248
H -0.440 -1.629 1.615
H 0.325 -2.389 2.872
O -0.361 -1.605 2.583
H -2.887 -2.033 -0.119
H -2.024 -3.092 -0.366
O -2.854 -2.883 0.232
```

DFT (ωB97M-V/def2-TZVPD) results for a 9-piece molecular cluster, C5H30N2O9 overall.

Output
* orbital gap: 8.054 eV
* net charge: 0
* structure (SMILES): C[C@@H](N)CNCCO.O.O.O.O.O.O.O.O
* highest occupied orbital energy: -0.2960 Ha
* energy above the lowest of the compared OMol25 structures with the same formula, charge and spin: 119.6 kcal/mol
* F_max: 6.660 eV/Å

```
46
C5H30N2O9 ωB97M-V/def2-TZVPD
N 2.665 -2.223 -0.162
C 1.432 -2.002 -0.826
C 1.774 -1.721 -2.355
C 0.494 -0.764 -0.261
N -0.637 -1.524 0.321
C -0.510 -1.797 1.730
C -1.919 -2.491 2.058
O -2.506 -1.810 3.228
H 2.984 -3.033 0.303
H 2.970 -1.479 0.491
H 0.846 -2.953 -0.784
H 2.695 -1.086 -2.431
H 1.747 -2.681 -2.969
H 0.975 -1.305 -2.948
H 0.202 -0.185 -1.095
H 1.104 -0.342 0.649
H -1.348 -0.929 -0.005
H 0.351 -2.530 1.799
H -0.445 -1.131 2.627
H -2.572 -2.306 1.163
H -1.852 -3.491 2.315
H -2.701 -0.985 2.925
H -4.404 0.385 0.890
H -3.131 0.836 0.192
O -3.616 0.005 0.496
H -4.142 1.232 -2.153
H -3.015 2.097 -1.352
O -3.918 2.078 -1.646
H 3.559 2.423 -1.915
H 2.295 3.168 -2.227
O 2.766 2.798 -1.523
H 3.175 -0.196 2.478
H 4.312 0.558 1.755
O 3.369 0.535 1.821
H -0.767 1.927 0.709
H -1.362 3.313 1.178
O -1.420 2.542 0.686
H 0.923 2.579 0.184
H 2.189 1.727 0.071
O 1.402 1.904 0.666
H -2.273 -1.373 -2.924
H -1.952 -1.865 -1.499
O -2.164 -1.078 -1.986
H 1.546 4.130 0.282
H 0.205 4.444 -0.370
O 0.674 4.595 0.410
```

DFT (ωB97M-V/def2-TZVPD) results for a 9-piece molecular cluster, C5H30N2O9 overall.

Output
* orbital gap: 9.898 eV
* net charge: +2
* highest occupied orbital energy: -0.6087 Ha
* energy above the lowest of the compared OMol25 structures with the same formula, charge and spin: 66.8 kcal/mol
* F_max: 2.702 eV/Å

```
46
C5H30N2O9 ωB97M-V/def2-TZVPD
C -3.017 1.557 -0.623
O -2.986 2.522 -1.726
C -1.616 1.038 -0.628
C -1.440 -0.249 0.120
C -0.230 -1.121 -0.280
C 0.289 -3.337 0.415
N -0.034 -2.134 0.708
N -0.629 2.040 -0.057
H -3.716 0.767 -0.843
H -3.401 1.982 0.360
H -3.898 2.822 -1.788
H -1.257 0.869 -1.708
H -2.308 -0.928 0.135
H -1.422 0.133 1.195
H 0.486 -0.294 -0.370
H -0.196 -1.626 -1.301
H 0.163 -4.116 1.155
H 0.613 -3.610 -0.580
H -0.482 -1.918 1.682
H -0.282 1.972 0.919
H 0.146 2.158 -0.765
H -1.026 2.979 -0.149
H 4.467 -1.622 -0.477
H 3.161 -2.509 -0.663
O 3.621 -1.887 -0.107
H 2.827 1.631 -1.811
H 2.413 1.445 -0.270
O 2.220 1.200 -1.192
H 2.706 -1.986 3.057
H 2.566 -1.475 1.611
O 2.063 -1.561 2.456
H -1.568 -2.104 3.414
H -0.212 -2.160 3.799
O -0.787 -1.534 3.313
H -3.596 0.527 -2.934
H -3.138 -0.725 -3.644
O -3.021 -0.242 -2.816
H 2.735 -2.881 -3.155
H 2.477 -1.687 -2.150
O 2.308 -2.618 -2.328
H -0.185 4.827 0.802
H 0.942 5.302 -0.004
O 0.120 4.801 -0.119
H 1.729 0.535 2.314
H 1.007 1.803 2.916
O 1.387 1.416 2.118
```

DFT (ωB97M-V/def2-TZVPD) results for a 10-piece molecular cluster, C5H30NO10 overall.

Output
* orbital gap (alpha / beta): 3.877 / 7.419 eV
* spin multiplicity: 2
* net charge: 0
* ⟨S²⟩: 0.7534
* highest occupied orbital energy (alpha / beta): -0.1359 / -0.2681 Ha
* energy above the lowest of the compared OMol25 structures with the same formula, charge and spin: 0.0 kcal/mol
* F_max: 2.747 eV/Å

```
46
C5H30NO10 ωB97M-V/def2-TZVPD
O 0.237 -1.618 0.970
C 0.097 -0.554 0.266
C 1.144 0.154 -0.568
C 2.605 -0.117 -0.243
C 3.590 0.571 -1.177
C 2.870 0.221 1.232
N 0.705 1.582 -0.536
H -0.894 -0.120 0.270
H 0.933 -0.189 -1.598
H 2.759 -1.193 -0.302
H 4.582 0.209 -0.906
H 3.560 1.658 -1.124
H 3.538 0.104 -2.163
H 2.218 -0.252 1.961
H 3.014 1.278 1.484
H 3.874 -0.175 1.456
H 0.305 1.836 0.379
H 1.500 2.192 -0.701
H 0.026 1.927 -1.231
H 1.523 1.895 -4.014
H 0.385 2.755 -3.264
O 1.175 2.214 -3.177
H -3.079 -2.889 2.523
H -1.699 -3.406 2.124
O -2.224 -2.598 2.169
H -1.752 3.841 1.227
H -2.281 2.720 0.411
O -1.788 3.555 0.306
H -2.869 -0.450 0.100
H -3.145 0.566 1.220
O -3.094 0.470 0.261
H -0.283 -3.047 -0.984
H 1.100 -2.586 -0.748
O 0.585 -3.067 -1.408
H -1.773 -0.172 3.627
H -2.715 1.032 3.751
O -1.903 0.736 3.328
H -2.079 2.917 -1.675
H -2.251 1.548 -2.424
O -1.629 2.114 -1.958
H 1.919 -3.958 2.911
H 1.775 -2.648 2.042
O 1.568 -3.065 2.888
H -2.497 -1.289 -1.908
H -1.846 -1.221 -3.254
O -1.787 -0.831 -2.373
```

DFT (ωB97M-V/def2-TZVPD) results for a 10-piece molecular cluster, C5H30NO10 overall.

Output
* orbital gap (alpha / beta): 10.832 / 5.751 eV
* spin multiplicity: 2
* net charge: 0
* ⟨S²⟩: 0.7568
* highest occupied orbital energy (alpha / beta): -0.3979 / -0.3821 Ha
* energy above the lowest of the compared OMol25 structures with the same formula, charge and spin: 29.4 kcal/mol
* F_max: 2.874 eV/Å

```
46
C5H30NO10 ωB97M-V/def2-TZVPD
C 1.314 -2.752 1.090
N 0.665 -1.593 0.528
C -2.465 -2.453 2.368
C -1.434 -1.402 1.939
C -0.739 -1.495 0.525
C -1.105 -0.077 -0.224
O -0.297 0.973 0.064
H 1.104 -2.886 2.183
H 2.375 -2.745 0.859
H 0.850 -3.680 0.778
H 1.119 -0.755 0.875
H -1.909 -3.379 2.457
H -2.825 -1.988 3.285
H -3.172 -2.702 1.600
H -1.690 -0.324 2.065
H -0.587 -1.374 2.703
H -1.087 -2.328 -0.120
H -0.992 -0.301 -1.265
H -2.146 0.168 -0.071
H 1.530 -0.787 -2.733
H 1.623 -2.302 -2.638
O 1.887 -1.560 -3.186
H -0.757 1.516 1.634
H -1.414 2.708 2.013
O -1.235 1.861 2.446
H -1.037 1.276 -2.791
H -2.473 1.675 -3.118
O -1.936 0.877 -3.118
H -1.342 3.898 -0.076
H -1.679 2.570 -0.621
O -1.869 3.491 -0.789
H 1.361 1.015 -0.252
H 2.916 0.478 -0.155
O 2.311 1.141 -0.495
H 1.234 1.773 1.747
H 2.435 2.027 1.111
O 2.113 2.076 2.048
H -0.864 -1.552 -3.835
H -1.390 -1.624 -2.360
O -0.966 -2.112 -3.062
H -0.046 1.611 -1.533
H 1.195 1.365 -2.462
O 0.336 1.789 -2.415
H 3.027 0.831 3.049
H 2.319 -0.445 2.539
O 2.858 -0.109 3.241
```

Q: Look up the energy above the lowest of the compared OMol25 structures with the same formula, charge and spin of the seventh one.
A: 29.4 kcal/mol

Q: Among the records above, which one has the highest F_max?
A: number 4

Repeat the sixth record exactly.
DFT (ωB97M-V/def2-TZVPD) results for a 10-piece molecular cluster, C5H30NO10 overall.

Output
* orbital gap (alpha / beta): 3.877 / 7.419 eV
* spin multiplicity: 2
* net charge: 0
* ⟨S²⟩: 0.7534
* highest occupied orbital energy (alpha / beta): -0.1359 / -0.2681 Ha
* energy above the lowest of the compared OMol25 structures with the same formula, charge and spin: 0.0 kcal/mol
* F_max: 2.747 eV/Å

```
46
C5H30NO10 ωB97M-V/def2-TZVPD
O 0.237 -1.618 0.970
C 0.097 -0.554 0.266
C 1.144 0.154 -0.568
C 2.605 -0.117 -0.243
C 3.590 0.571 -1.177
C 2.870 0.221 1.232
N 0.705 1.582 -0.536
H -0.894 -0.120 0.270
H 0.933 -0.189 -1.598
H 2.759 -1.193 -0.302
H 4.582 0.209 -0.906
H 3.560 1.658 -1.124
H 3.538 0.104 -2.163
H 2.218 -0.252 1.961
H 3.014 1.278 1.484
H 3.874 -0.175 1.456
H 0.305 1.836 0.379
H 1.500 2.192 -0.701
H 0.026 1.927 -1.231
H 1.523 1.895 -4.014
H 0.385 2.755 -3.264
O 1.175 2.214 -3.177
H -3.079 -2.889 2.523
H -1.699 -3.406 2.124
O -2.224 -2.598 2.169
H -1.752 3.841 1.227
H -2.281 2.720 0.411
O -1.788 3.555 0.306
H -2.869 -0.450 0.100
H -3.145 0.566 1.220
O -3.094 0.470 0.261
H -0.283 -3.047 -0.984
H 1.100 -2.586 -0.748
O 0.585 -3.067 -1.408
H -1.773 -0.172 3.627
H -2.715 1.032 3.751
O -1.903 0.736 3.328
H -2.079 2.917 -1.675
H -2.251 1.548 -2.424
O -1.629 2.114 -1.958
H 1.919 -3.958 2.911
H 1.775 -2.648 2.042
O 1.568 -3.065 2.888
H -2.497 -1.289 -1.908
H -1.846 -1.221 -3.254
O -1.787 -0.831 -2.373
```

Q: Among the records above, which one has the highest F_max?
A: number 4